(1)
C6H4N3O5P | wB97M-V/def2-TZVPD

The highest occupied orbital energy is -0.867 eV. The frontier orbital gap comes out at 6.7 eV. As for the max |F|: 2.90 eV/A. The energy above the lowest of the compared OMol25 structures with the same formula, charge and spin comes out at 3.81 kcal/mol. The total charge is -2.

Positions of all 19 atoms, in Å:
1 C -0.568 0.965 -2.545
2 C -1.502 0.423 -1.675
3 C 0.626 1.514 -2.189
4 C -1.136 0.304 -0.337
5 C 1.040 1.303 -0.836
6 C 0.134 0.701 0.040
7 N 2.057 1.695 -0.123
8 N 1.877 1.259 1.151
9 N 0.749 0.643 1.220
10 O 0.500 -3.273 3.116
11 O -1.569 -2.084 2.333
12 O 0.396 -2.457 0.559
13 O 0.438 -0.081 2.221
14 O 0.946 -1.865 3.157
15 P -0.083 -2.171 1.959
16 H -0.850 0.975 -3.583
17 H -2.397 0.032 -2.037
18 H 1.217 2.065 -2.848
19 H -1.875 0.052 0.417

Force components x, y, z for each atom (eV/Å):
C 0.00 0.44 -1.39
C 1.76 -0.13 2.18
C -0.01 -0.97 1.94
C -1.45 0.06 -0.26
C -2.05 0.37 -0.95
C -1.38 -0.67 -1.46
N 2.37 0.81 1.47
N 1.53 0.82 -0.96
N 0.42 0.05 -0.25
O 0.06 -1.86 -0.36
O 1.64 0.59 -1.23
O -0.19 0.70 1.17
O -1.37 1.26 0.28
O 0.89 -0.24 0.59
P -1.93 -1.12 1.29
H -0.07 0.29 -0.52
H -1.46 -0.42 -0.41
H 0.98 0.63 -1.15
H 0.28 -0.60 0.02

natural (NBO) atomic charge list, values in e, 4 entries: -0.23, -0.30, -0.26, -0.14

***

(2)
C6H4N3O5S | wB97M-V/def2-TZVPD

The highest occupied orbital energy is -4.888 eV. The frontier orbital gap comes out at 8.3 eV. The SMILES is N#C/C=C\ON=[S@@](=O)([O-])n1ccoc1=O. As for the max |F|: 4.84 eV/A. The energy above the lowest of the compared OMol25 structures with the same formula, charge and spin comes out at 28.76 kcal/mol. The total charge is -1.

Positions of all 19 atoms, in Å:
1 N -0.311 -3.531 0.380
2 C -1.164 -2.764 0.495
3 C -2.402 -2.133 0.440
4 C -2.366 -0.762 0.547
5 O -1.416 -0.033 1.025
6 N -0.211 -0.644 1.356
7 S 0.664 -0.841 0.064
8 O 1.907 -1.481 0.308
9 O 0.118 -0.985 -1.261
10 N 1.198 0.869 -0.123
11 C 0.705 1.668 -1.157
12 C 1.351 2.844 -1.091
13 O 2.286 2.761 -0.089
14 C 2.125 1.568 0.568
15 O 2.846 1.300 1.440
16 H -3.253 -2.797 0.000
17 H -3.367 -0.138 0.553
18 H -0.028 1.359 -1.802
19 H 1.318 3.740 -1.653

Force components x, y, z for each atom (eV/Å):
N 0.16 -0.49 0.18
C 0.49 -2.58 -0.23
C -1.51 1.33 -1.18
C -4.60 -1.32 0.74
O 0.08 2.25 -0.44
N 0.79 -1.83 0.54
S 2.19 2.50 -1.02
O -0.17 -0.60 0.93
O -1.06 -0.14 0.52
N -1.12 -0.17 -1.20
C 1.72 1.48 1.39
C -0.06 -1.34 0.17
O -0.35 1.39 -0.16
C -0.44 0.49 -2.52
O 1.87 -1.25 3.37
H 1.48 1.84 1.04
H 2.12 -1.26 -0.50
H -1.52 -0.78 -1.24
H -0.08 0.49 -0.38

natural (NBO) atomic charge list, values in e, 4 entries: -0.38, 0.25, -0.51, 0.26

***

(3)
C6H4N4 | wB97M-V/def2-TZVPD

The highest occupied orbital energy is -10.056 eV. The frontier orbital gap comes out at 10.0 eV. The SMILES is N#CC(=C=N)C#N.CC#N. As for the max |F|: 3.68 eV/A. The energy above the lowest of the compared OMol25 structures with the same formula, charge and spin comes out at 48.25 kcal/mol. The total charge is 0.

Positions of all 14 atoms, in Å:
1 N 2.924 -1.856 1.862
2 C 2.576 -1.013 1.177
3 C 2.140 0.067 0.343
4 C 1.892 1.242 0.877
5 N 1.940 2.333 1.350
6 C 1.329 -0.403 -0.722
7 N 0.720 -0.752 -1.645
8 H 1.366 2.881 1.880
9 C -2.615 -0.788 -1.154
10 C -2.264 0.132 -0.211
11 N -1.836 1.035 0.328
12 H -3.277 -1.496 -0.688
13 H -1.750 -1.202 -1.614
14 H -3.146 -0.180 -1.783

Force components x, y, z for each atom (eV/Å):
N 0.30 -0.81 0.53
C 0.34 1.01 -0.05
C -0.86 -2.32 -0.08
C 0.39 2.54 1.36
N 1.76 -2.20 -2.37
C -0.67 0.11 -2.26
N 0.54 0.24 1.13
H -1.95 1.39 1.71
C -0.79 -2.65 0.13
C 1.67 1.74 1.51
N 0.53 1.37 1.53
H -0.23 -0.77 -0.29
H 0.56 -0.54 -0.41
H -1.60 0.87 -2.43

natural (NBO) atomic charge list, values in e, 4 entries: -0.28, 0.28, -0.49, 0.60

***

(4)
C6H4N4O2 | wB97M-V/def2-TZVPD

The highest occupied orbital energy is -9.274 eV. The frontier orbital gap comes out at 8.2 eV. The SMILES is O=c1c2nccnc2ncn1O. As for the max |F|: 4.52 eV/A. The energy above the lowest of the compared OMol25 structures with the same formula, charge and spin comes out at 85.99 kcal/mol. The total charge is 0.

Positions of all 16 atoms, in Å:
1 O 0.016 0.908 2.565
2 C 0.269 0.560 1.381
3 C -0.580 0.022 0.229
4 N -1.923 -0.366 0.414
5 C -2.506 -0.846 -0.803
6 C -1.814 -0.992 -2.020
7 N -0.525 -0.663 -2.203
8 C 0.075 -0.173 -1.045
9 N 1.378 0.246 -1.181
10 C 2.125 0.470 -0.040
11 N 1.652 0.610 1.230
12 O 2.537 0.988 2.338
13 H -3.538 -1.155 -0.859
14 H -2.355 -1.380 -2.903
15 H 3.204 0.693 -0.238
16 H 1.984 1.079 3.135

Force components x, y, z for each atom (eV/Å):
O -1.82 -0.92 -2.52
C -0.13 0.60 4.48
C -1.50 -1.15 -0.45
N 1.02 -0.25 -3.89
C 2.01 1.06 2.57
C 1.05 0.46 -0.07
N -0.57 0.46 2.49
C -0.30 0.74 0.07
N 2.34 -0.40 3.35
C -0.27 0.61 -3.12
N 0.80 -0.37 -1.61
O -0.82 -0.74 -2.68
H -0.17 0.13 0.85
H 0.36 0.23 0.59
H -1.10 -0.28 0.52
H -0.89 -0.18 -0.58

natural (NBO) atomic charge list, values in e, 4 entries: -0.61, 0.60, -0.01, -0.29

***

(5)
C6H4NO2S2 | wB97M-V/def2-TZVPD

The highest occupied orbital energy is -2.959 eV. The frontier orbital gap comes out at 6.0 eV. The SMILES is N#C/C=C1\C=CC=S1#S(=O)[O-]. As for the max |F|: 3.13 eV/A. The energy above the lowest of the compared OMol25 structures with the same formula, charge and spin comes out at 53.68 kcal/mol. The total charge is -1.

Positions of all 15 atoms, in Å:
1 N 0.951 1.730 3.498
2 C 0.548 1.002 2.688
3 C 0.073 0.079 1.801
4 C -0.280 0.269 0.495
5 C -0.478 1.478 -0.212
6 C -0.875 1.236 -1.600
7 C -1.076 -0.141 -1.861
8 S -0.765 -1.102 -0.450
9 S 1.555 -2.019 -0.508
10 O 1.525 -2.782 -1.724
11 O 1.476 -2.923 0.646
12 H 0.163 -0.900 2.056
13 H -0.470 2.459 0.283
14 H -1.043 2.224 -2.261
15 H -1.303 -0.612 -2.851

Force components x, y, z for each atom (eV/Å):
N 0.00 0.16 -0.02
C 0.43 1.11 0.90
C -0.13 0.43 -0.96
C -0.88 2.25 -0.12
C -0.39 -0.66 -1.57
C -0.10 0.77 1.10
C -0.08 1.65 -1.71
S -0.64 0.33 -0.75
S 0.76 -1.43 1.37
O 0.04 0.06 -1.36
O -0.03 1.12 -0.17
H 0.24 -2.76 1.27
H 0.25 -0.59 -0.39
H 0.28 -2.92 1.09
H 0.24 0.47 1.31

natural (NBO) atomic charge list, values in e, 4 entries: -0.47, 0.30, -0.57, -0.12

***

(6)
C6H4O | wB97M-V/def2-TZVPD

The highest occupied orbital energy is -9.045 eV. The frontier orbital gap comes out at 9.3 eV. As for the max |F|: 0.53 eV/A. The energy above the lowest of the compared OMol25 structures with the same formula, charge and spin comes out at 112.83 kcal/mol. The total charge is 0.

Positions of all 11 atoms, in Å:
1 C -2.007 -2.004 -0.773
2 C -1.175 -1.167 -0.535
3 C -0.182 -0.176 -0.263
4 C 0.733 -0.169 0.736
5 C 1.436 1.082 0.760
6 C 1.192 1.969 -0.223
7 O -0.135 0.886 -1.095
8 H -2.746 -2.744 -0.986
9 H 0.861 -0.968 1.454
10 H 2.119 1.369 1.555
11 H -0.094 1.921 -0.630

Force components x, y, z for each atom (eV/Å):
C 0.31 0.33 0.09
C -0.34 -0.39 -0.10
C 0.17 0.02 0.11
C -0.15 -0.04 -0.12
C -0.09 0.20 -0.26
C 0.24 -0.30 0.37
O 0.03 0.12 0.19
H 0.13 0.13 0.04
H -0.05 0.12 -0.08
H -0.05 -0.03 -0.11
H -0.20 -0.15 -0.13

natural (NBO) atomic charge list, values in e, 4 entries: -0.16, -0.07, 0.25, -0.26